This record from OMol25 describes C8H13BrN2 in the gas phase in a non-equilibrium geometry. The level of theory is ωB97M-V with the def2-TZVPD basis set.

Summary:
highest occupied orbital energy (spin up / spin down): -6.57 / -9.26 eV
lowest unoccupied orbital energy (spin up / spin down): 0.68 / -1.95 eV
Kohn-Sham gap (spin up / spin down): 7.258 / 7.314 eV
spin multiplicity: 3
maximum force: 4.24 eV/Å
E: -2995.9621 Eh

Geometry as XYZ:
```
24
Properties=species:S:1:pos:R:3:lowdin_charge:R:1
C -1.675 -1.696 -1.036 -0.258
C -1.009 -0.670 -0.252 -0.245
C -1.919 0.224 0.663 -0.622
C -1.495 1.395 1.423 -0.216
C 1.908 -1.268 1.450 -0.073
C 0.055 1.389 -1.924 -0.080
C 1.264 -1.568 0.057 -0.200
C 0.892 0.825 -0.804 -0.252
N -2.315 -2.494 -1.569 0.145
N 0.377 -0.497 -0.450 -0.141
Br -3.821 0.193 0.387 0.729
H -1.790 1.239 2.556 0.113
H -0.382 1.560 1.499 0.071
H -2.006 2.350 1.156 0.076
H 1.375 -1.281 2.319 0.024
H 2.734 -1.983 1.554 0.070
H 2.481 -0.267 1.273 0.105
H -0.307 0.572 -2.643 0.111
H -0.836 1.931 -1.457 0.099
H 0.648 2.027 -2.554 0.059
H 2.226 -1.646 -0.477 0.102
H 0.677 -2.580 -0.155 0.156
H 2.017 0.771 -1.079 0.148
H 0.902 1.474 0.064 0.079
```



This record from OMol25 describes 2 unconnected molecules or ions with the total composition C8H13BrNO4. The level of theory is ωB97M-V with the def2-TZVPD basis set.

Summary:
highest occupied orbital energy: -4.64 eV
lowest unoccupied orbital energy: 2.65 eV
Kohn-Sham gap: 7.290 eV
energy relative to the best compared isomer or geometry (same formula, charge and spin): 0.809 eV
maximum force: 0.95 eV/Å
E: -3242.4693 Eh
charge: -1

Geometry as XYZ:
```
27
Properties=species:S:1:pos:R:3:lowdin_charge:R:1
C 0.211 0.094 1.985 -0.086
C -0.915 -0.350 1.034 -0.276
C -0.664 -0.221 -0.483 -0.618
Br -1.933 -1.455 -1.346 0.732
C 0.716 -0.478 -1.069 -0.369
C 1.740 0.674 -1.080 -0.142
N 3.023 -0.002 -1.392 0.062
C 2.868 -1.403 -1.216 -0.477
O 3.717 -2.198 -1.508 0.082
C 1.527 -1.670 -0.585 -0.063
H -0.216 0.621 2.842 0.077
H 0.769 -0.759 2.386 0.062
H 0.933 0.761 1.514 0.048
H -1.811 0.247 1.246 0.069
H -1.205 -1.382 1.254 0.087
H -1.034 0.748 -0.831 0.088
H 0.545 -0.668 -2.138 0.119
H 1.489 1.372 -1.884 0.119
H 1.829 1.244 -0.154 0.102
H 3.783 0.298 -0.794 0.128
H 1.106 -2.649 -0.810 0.126
H 1.718 -1.607 0.497 0.125
C -3.820 2.042 0.812 -0.818
O -3.674 1.137 1.663 -0.085
O -3.364 1.660 -0.495 -0.041
O -4.176 3.214 0.909 -0.039
H -3.160 0.729 -0.358 -0.012
```



This record from OMol25 describes a gas-phase ion, C8H13ClF3N2 (charge +1) in a non-equilibrium geometry. The level of theory is ωB97M-V with the def2-TZVPD basis set.

Summary:
highest occupied orbital energy: -14.08 eV
lowest unoccupied orbital energy: -3.24 eV
Kohn-Sham gap: 10.846 eV
energy relative to the best compared isomer or geometry (same formula, charge and spin): 0.000 eV
SMILES: C[C@]1([NH3+])C[C@@H](C(F)(F)F)C=N[C@@]1(C)Cl
maximum force: 3.84 eV/Å
E: -1181.6671 Eh
charge: +1

Geometry as XYZ:
```
27
Properties=species:S:1:pos:R:3:lowdin_charge:R:1
C 1.026 -1.385 -1.041 -0.048
C 0.583 1.104 -0.333 -0.005
C 1.641 -0.050 -0.773 -0.124
C -0.559 0.435 0.459 -0.425
C -1.129 -0.841 -0.279 -0.761
C -1.746 1.431 0.762 0.010
C -2.029 -0.484 -1.466 -0.078
C 2.826 -0.127 0.145 -0.666
N -0.164 -1.703 -0.783 0.056
N -0.100 -0.199 1.753 0.196
F 3.544 0.919 0.375 0.225
F 2.468 -0.619 1.368 0.115
F 3.662 -1.004 -0.358 0.185
Cl -2.170 -1.896 0.888 0.711
H 1.772 -2.111 -1.410 0.154
H 1.094 1.888 0.305 0.152
H 0.056 1.647 -1.170 0.145
H 2.036 0.363 -1.674 0.157
H -2.332 1.077 1.533 0.057
H -2.411 1.663 -0.084 0.105
H -1.370 2.353 1.114 0.081
H -1.898 -1.437 -2.182 0.144
H -1.740 0.603 -1.959 0.145
H -3.100 -0.433 -1.261 0.068
H -0.903 -0.713 2.177 0.094
H 0.411 0.490 2.299 0.178
H 0.532 -0.970 1.595 0.129
```



This record from OMol25 describes a molecular structure, C8H13CoNO in a non-equilibrium geometry. The level of theory is ωB97M-V with the def2-TZVPD basis set.

Summary:
highest occupied orbital energy (spin up / spin down): 2.84 / 1.85 eV
lowest unoccupied orbital energy (spin up / spin down): 6.46 / 6.40 eV
Kohn-Sham gap (spin up / spin down): 3.624 / 4.544 eV
energy relative to the best compared isomer or geometry (same formula, charge and spin): 1.243 eV
spin multiplicity: 4
maximum force: 2.14 eV/Å
E: -1824.9883 Eh
charge: -2

Geometry as XYZ:
```
24
Properties=species:S:1:pos:R:3:lowdin_charge:R:1
C -0.565 0.575 -1.786 -0.265
C 0.833 0.815 -1.579 -0.232
C 0.967 1.657 -0.437 -0.190
C -0.290 2.057 -0.043 -0.185
C -1.375 1.269 -0.675 -0.435
Co -0.489 -0.602 -0.084 0.434
N -2.404 0.719 0.717 -0.168
C 0.289 -2.252 -0.776 -0.345
C 1.656 -1.848 -0.874 -0.190
H 1.924 1.917 0.020 0.080
H 1.663 0.391 -2.188 0.069
H -0.540 2.746 0.752 0.065
H -2.290 1.773 -1.063 0.058
H -1.007 0.223 -2.752 0.073
H 2.147 -1.512 -1.773 -0.027
H -0.076 -2.705 0.173 0.029
H -2.563 -0.297 0.838 -0.190
H 2.388 -1.887 -0.050 0.012
H -0.372 -2.415 -1.694 0.044
C -0.028 -0.115 2.713 -0.333
O 0.560 -0.265 1.452 -0.436
H 0.789 -0.479 3.398 0.035
H -0.980 -0.749 2.774 0.049
H -0.236 0.984 2.937 0.049
```



This record from OMol25 describes a gas-phase ion, C8H13F4O3S (charge +1) in a non-equilibrium geometry. The level of theory is ωB97M-V with the def2-TZVPD basis set.

Summary:
highest occupied orbital energy: -13.93 eV
lowest unoccupied orbital energy: -3.70 eV
Kohn-Sham gap: 10.231 eV
maximum force: 5.17 eV/Å
E: -1335.6227 Eh
charge: +1

Geometry as XYZ:
```
29
Properties=species:S:1:pos:R:3:lowdin_charge:R:1
C 3.395 -0.833 0.932 0.009
C 2.225 -1.738 0.298 -0.388
O 1.821 -2.764 0.899 0.082
O 1.661 -1.306 -0.963 -0.084
C 0.206 -1.280 -0.788 -0.208
C -0.508 -0.227 -1.766 -0.272
S -1.310 1.228 -0.938 1.202
C -2.141 0.726 0.679 -0.285
O -3.428 0.133 0.424 -0.004
C -3.497 -1.204 0.882 -0.451
F -2.629 -2.091 0.207 0.114
F -3.348 -1.332 2.283 0.123
F -4.817 -1.652 0.592 0.117
C -0.011 2.506 -0.430 -0.425
C 1.491 1.923 -0.484 -0.050
F -0.139 3.716 -1.186 -0.041
H 2.909 -0.293 1.830 0.103
H 3.611 -0.008 0.157 0.082
H 4.314 -1.439 1.219 0.108
H -0.060 -1.177 0.315 0.116
H -0.159 -2.328 -1.113 0.156
H -1.322 -0.792 -2.352 0.128
H 0.232 0.149 -2.567 0.133
H -2.341 1.729 1.219 0.151
H -1.459 0.129 1.370 0.135
H -0.206 2.777 0.670 0.145
H 1.745 1.414 -1.475 0.095
H 1.573 1.210 0.419 0.087
H 2.190 2.825 -0.332 0.122
```



This record from OMol25 describes a molecular structure, C8H13F6N3O9S2Te4V. The level of theory is ωB97M-V with the def2-TZVPD basis set.

Summary:
highest occupied orbital energy (spin up / spin down): -1.20 / -1.34 eV
lowest unoccupied orbital energy (spin up / spin down): 3.88 / 3.28 eV
Kohn-Sham gap (spin up / spin down): 5.086 / 4.616 eV
energy relative to the best compared isomer or geometry (same formula, charge and spin): 1.858 eV
spin multiplicity: 4
maximum force: 0.98 eV/Å
E: -4565.8851 Eh
charge: -2

Geometry as XYZ:
```
46
Properties=species:S:1:pos:R:3:lowdin_charge:R:1
V -0.860 -1.301 -0.186 0.609
Te -2.808 -1.999 -3.225 0.049
Te -4.031 -1.414 -5.431 -0.148
Te -4.593 1.813 -3.083 -0.320
Te -3.791 -0.103 -1.428 0.036
F 2.976 1.409 1.788 0.123
C 2.787 0.088 1.924 -0.671
F 3.944 -0.450 2.302 0.131
F 1.882 -0.108 2.881 0.125
S 2.213 -0.580 0.291 0.587
O 1.151 0.343 -0.086 -0.358
O 3.397 -0.512 -0.526 -0.275
N 1.639 -2.003 0.462 -0.422
S 1.388 -2.906 1.813 0.943
O -1.678 -2.660 -0.054 -0.497
O 2.607 -3.027 2.628 -0.473
C 1.449 -4.502 0.816 -0.750
F 2.703 -4.766 0.437 0.109
F 1.059 -5.492 1.644 0.082
F 0.670 -4.518 -0.250 0.131
C -1.154 2.240 3.414 -0.016
C -1.702 1.989 2.008 -0.535
C -2.926 2.841 1.727 -0.020
O -0.707 2.335 1.049 -0.038
C -2.039 0.482 1.909 -0.611
O -1.022 -0.221 1.517 -0.165
O -3.135 0.068 2.235 0.049
H -0.881 3.293 3.513 0.079
H -0.265 1.629 3.582 0.079
H -1.903 1.989 4.168 0.087
H -2.654 3.898 1.791 0.081
H -3.715 2.621 2.443 0.083
H -3.303 2.640 0.723 0.073
H -0.164 1.536 0.934 0.040
C 2.788 0.455 -3.704 -0.072
O 1.990 -0.691 -3.450 -0.006
C 0.883 -0.574 -2.682 -0.583
O 0.429 -1.559 -2.132 -0.012
N 0.340 0.652 -2.574 0.035
N -0.682 0.832 -1.638 -0.011
H 3.712 0.080 -4.136 0.093
H 3.012 0.982 -2.776 0.092
H 2.315 1.125 -4.430 0.088
H 0.690 1.430 -3.108 0.140
H -1.568 1.033 -2.101 -0.044
H -0.442 1.585 -1.000 0.081
```



This record from OMol25 describes a molecular structure, C8H13IInNO5PS. The level of theory is ωB97M-V with the def2-TZVPD basis set.

Summary:
highest occupied orbital energy: -5.10 eV
lowest unoccupied orbital energy: 2.71 eV
Kohn-Sham gap: 7.806 eV
maximum force: 0.72 eV/Å
E: -1971.1998 Eh
charge: -1

Geometry as XYZ:
```
31
Properties=species:S:1:pos:R:3:lowdin_charge:R:1
O 1.758 -1.727 3.003 0.046
C 2.376 -1.473 1.998 -0.557
O 2.559 -2.405 1.016 0.063
C 2.922 -0.117 1.641 -0.201
C 1.775 0.775 1.140 -0.267
In -0.126 0.677 2.252 0.253
O -1.370 2.168 1.621 -0.431
I 0.116 1.055 5.016 0.053
P -1.234 -1.600 1.740 0.089
O -0.293 -2.509 0.720 -0.318
O -1.240 -2.517 3.068 -0.298
S -3.023 -1.475 0.957 0.146
H 1.704 -2.863 0.906 0.087
H 3.406 0.323 2.518 0.117
H 3.672 -0.243 0.854 0.107
H 1.560 0.491 0.103 0.036
H 2.070 1.829 1.123 0.039
H -2.206 2.044 2.089 -0.046
H -0.546 -2.245 -0.179 0.042
H -1.791 -3.298 2.893 0.056
N -1.342 -0.268 -2.529 0.066
C -1.458 -0.031 -3.834 -0.166
C -1.259 1.214 -4.410 -0.090
C -0.915 2.274 -3.584 -0.089
C -0.791 2.044 -2.225 -0.052
C -1.022 0.761 -1.748 -0.142
H -1.724 -0.887 -4.446 0.097
H -1.368 1.346 -5.479 0.092
H -0.749 3.262 -3.995 0.099
H -0.533 2.837 -1.536 0.108
H -0.929 0.560 -0.690 0.061
```



This record from OMol25 describes C8H13N in the gas phase in a non-equilibrium geometry. The level of theory is ωB97M-V with the def2-TZVPD basis set.

Summary:
highest occupied orbital energy: -8.12 eV
lowest unoccupied orbital energy: 0.92 eV
Kohn-Sham gap: 9.036 eV
energy relative to the best compared isomer or geometry (same formula, charge and spin): 3.239 eV
SMILES: [H]/N=C(\C)C(C)(C)C=C=C
maximum force: 4.67 eV/Å
E: -367.2581 Eh

Geometry as XYZ:
```
22
Properties=species:S:1:pos:R:3:lowdin_charge:R:1
C 1.793 -0.122 0.665 -0.042
C -1.224 1.896 -0.670 -0.058
C -0.994 0.616 1.511 -0.045
C 0.915 0.312 -0.478 -0.362
C -0.483 -1.824 -0.498 -0.103
C -0.690 0.663 0.030 -0.453
C -0.955 -0.596 -0.708 -0.102
C 0.096 -2.980 -0.402 0.000
N 1.336 0.824 -1.555 0.130
H 2.350 0.900 -1.606 0.055
H -1.602 -0.472 -1.569 0.129
H 1.859 0.654 1.428 0.086
H 2.803 -0.331 0.307 0.081
H 1.387 -1.009 1.143 0.064
H -0.499 1.440 2.029 0.085
H -1.017 1.863 -1.736 0.071
H -0.729 2.781 -0.265 0.087
H -2.307 1.976 -0.547 0.085
H -2.073 0.710 1.657 0.089
H -0.683 -0.317 1.971 0.077
H -0.293 -3.764 0.235 0.055
H 1.010 -3.219 -0.943 0.068
```



This record from OMol25 describes a gas-phase ion, C8H13N2 (charge +1) in a non-equilibrium geometry. The level of theory is ωB97M-V with the def2-TZVPD basis set.

Summary:
highest occupied orbital energy (spin up / spin down): -12.22 / -12.46 eV
lowest unoccupied orbital energy (spin up / spin down): -7.99 / -6.87 eV
Kohn-Sham gap (spin up / spin down): 4.226 / 5.595 eV
energy relative to the best compared isomer or geometry (same formula, charge and spin): 7.959 eV
maximum force: 5.05 eV/Å
E: -421.6444 Eh
charge: +1

Geometry as XYZ:
```
23
Properties=species:S:1:pos:R:3:lowdin_charge:R:1
C 0.286 0.267 0.752 -0.176
C -0.534 1.281 0.897 -0.030
C 1.287 -0.304 1.703 -0.318
C -1.441 2.158 1.228 0.077
C -0.657 -1.280 -0.978 -0.090
C -1.205 -0.915 -2.451 -0.097
C 0.413 0.558 -1.875 -0.174
C 0.476 -0.354 -0.674 -0.268
N -0.495 0.227 -2.766 0.213
N 1.210 0.042 3.025 0.011
H 1.250 -1.400 1.397 0.134
H 2.411 -0.055 1.336 0.185
H -0.990 3.231 1.276 0.125
H -2.480 2.046 1.407 0.064
H -1.447 -1.408 -0.189 0.145
H -0.247 -2.289 -1.085 0.119
H -1.085 -1.639 -3.172 0.128
H -2.305 -0.635 -2.505 0.189
H 0.497 1.579 -1.568 0.163
H 1.471 0.370 -2.236 0.239
H 1.369 -0.970 -0.589 0.136
H 0.306 0.020 3.529 0.112
H 1.909 -0.530 3.537 0.113
```